Entry 1:
Molecular formula: C5H11N2O
Method: DFT, the ωB97M-V functional and the def2-TZVPD basis

Geometry as XYZ:
```
19
C5H11N2O the ωB97M-V functional and the def2-TZVPD basis
O -0.10 1.55 0.78
N 1.06 -0.52 -0.14
N -1.37 -0.23 -0.25
C -0.28 0.27 0.69
C -0.43 -0.62 1.92
C -1.08 -1.06 -1.15
C -0.40 2.31 -0.39
C 0.48 -1.32 -1.25
H 1.84 0.22 -0.46
H -0.29 3.46 -0.14
H 0.58 -2.39 -1.08
H 0.28 2.12 -1.24
H 1.47 -1.13 0.59
H -1.64 -1.57 -1.90
H 0.14 -0.28 2.83
H -1.32 1.96 -0.82
H -0.07 -1.56 1.70
H 0.87 -1.01 -2.19
H -1.45 -0.37 2.22
```

The calculation puts the largest force on an atom at 6.134 eV/Å. Its electronic energy is -381.37812 Ha. As for the total charge: +1. The energy relative to the best compared isomer or geometry (same formula, charge and spin) comes out at 101.3 kcal per mole. The value obtained for the LUMO energy (spin up / spin down) is -3.32 / -7.32 eV. As for the multiplicity: 3. The frontier orbital gap (spin up / spin down) is 6.6 / 8.1 eV.

---

Entry 2:
Molecular formula: C5H11N2S
Method: DFT, the ωB97M-V functional and the def2-TZVPD basis

Geometry as XYZ:
```
19
C5H11N2S the ωB97M-V functional and the def2-TZVPD basis
S -2.47 0.57 -1.42
N 0.46 -0.61 1.27
N 0.63 -2.73 0.40
C -0.96 -0.06 -1.56
C 0.09 -1.51 0.47
C 0.19 0.77 -1.20
C 0.31 1.53 0.07
C -0.18 0.65 1.22
H 1.33 1.89 0.37
H 0.46 -3.58 -0.12
H 1.06 -0.84 2.09
H -1.26 0.44 1.13
H 0.36 1.65 -1.90
H 0.01 1.16 2.14
H -0.79 -1.11 -1.70
H 1.54 -2.95 0.81
H 1.09 0.00 -1.30
H -3.38 -0.49 -1.66
H -0.27 2.49 0.18
```

The calculation puts the largest force on an atom at 5.584 eV/Å. Its electronic energy is -704.44189 Ha. As for the total charge: +1. The energy relative to the best compared isomer or geometry (same formula, charge and spin) comes out at 93.3 kcal per mole. The value obtained for the LUMO energy (spin up / spin down) is -5.19 / -5.20 eV. The frontier orbital gap (spin up / spin down) is 7.0 / 7.0 eV.

---

Entry 3:
Molecular formula: C5H11N2S
Method: DFT, the ωB97M-V functional and the def2-TZVPD basis

Geometry as XYZ:
```
19
C5H11N2S the ωB97M-V functional and the def2-TZVPD basis
S -2.93 -1.20 0.16
N 0.70 -0.18 -0.04
N 2.03 -2.22 0.18
C 1.52 0.70 0.71
C 0.99 -1.50 -0.27
C -1.48 1.26 -0.29
C -2.62 0.45 0.16
C -0.27 0.55 -0.91
H 2.09 -3.20 0.10
H 2.46 0.17 1.00
H -1.15 1.82 0.53
H 1.79 1.56 0.02
H 0.41 1.32 -1.24
H -1.72 2.03 -1.04
H -3.27 1.00 0.69
H 0.92 1.07 1.53
H -0.63 0.02 -1.84
H 2.89 -2.00 0.71
H -1.75 -1.64 -0.17
```

The calculation puts the largest force on an atom at 3.726 eV/Å. Its electronic energy is -704.41551 Ha. As for the total charge: +1. The energy relative to the best compared isomer or geometry (same formula, charge and spin) comes out at 109.9 kcal per mole. The value obtained for the LUMO energy is -6.40 eV. The frontier orbital gap is 4.8 eV.